{"formula": "C59H72BrLiNO3PSSi2", "method": "ωB97M-V with the def2-TZVPD basis set", "homo_energy_ev": -7.95, "lumo_energy_ha": 0.0152, "gap_ev": 8.37, "species": ["Li", "O", "N", "C", "C", "C", "C", "C", "C", "C", "P", "C", "C", "C", "C", "C", "C", "C", "C", "C", "C", "C", "C", "H", "H", "H", "H", "H", "H", "H", "H", "H", "H", "H", "H", "H", "H", "H", "H", "O", "S", "C", "C", "C", "C", "C", "C", "C", "C", "C", "C", "C", "C", "H", "H", "H", "H", "H", "H", "H", "H", "H", "H", "C", "C", "C", "C", "Si", "O", "C", "C", "C", "C", "C", "C", "C", "C", "C", "C", "C", "C", "H", "H", "H", "H", "H", "H", "H", "H", "H", "H", "H", "H", "H", "H", "H", "H", "H", "H", "H", "C", "C", "C", "C", "Si", "Br", "C", "C", "C", "C", "C", "C", "C", "C", "H", "H", "H", "H", "H", "H", "H", "H", "H", "H", "H", "H", "H", "H", "H", "H", "H", "H", "H", "H", "H", "H", "H", "H", "H", "H", "H"], "coordinates": [[0.521, 0.601, 0.307], [0.514, 0.328, 3.015], [-0.411, -0.682, 3.007], [-0.331, -1.486, 3.978], [-1.277, -2.604, 4.077], [-1.563, -3.075, 5.362], [-2.536, -4.029, 5.572], [-3.220, -4.561, 4.491], [-2.887, -4.172, 3.207], [-1.919, -3.200, 2.957], [-1.487, -2.790, 1.193], [-3.108, -2.060, 0.693], [-4.263, -2.808, 0.461], [-5.456, -2.180, 0.143], [-5.521, -0.796, 0.076], [-4.374, -0.045, 0.276], [-3.170, -0.673, 0.564], [-1.651, -4.484, 0.473], [-2.044, -4.660, -0.855], [-1.962, -5.904, -1.462], [-1.469, -6.996, -0.760], [-1.059, -6.830, 0.555], [-1.142, -5.586, 1.160], [0.126, 0.964, 2.344], [0.388, -1.333, 4.785], [-1.031, -2.653, 6.206], [-2.770, -4.357, 6.577], [-4.003, -5.292, 4.646], [-3.387, -4.649, 2.376], [-4.235, -3.888, 0.504], [-6.341, -2.775, -0.047], [-6.462, -0.305, -0.140], [-4.421, 1.034, 0.209], [-2.262, -0.091, 0.681], [-2.434, -3.815, -1.410], [-2.275, -6.024, -2.492], [-1.403, -7.967, -1.233], [-0.666, -7.674, 1.108], [-0.814, -5.465, 2.185], [2.298, 0.426, 0.399], [2.990, 0.141, 1.696], [4.754, 0.296, 1.302], [5.177, 0.296, -0.015], [6.525, 0.463, -0.295], [7.434, 0.629, 0.741], [6.999, 0.632, 2.059], [5.652, 0.468, 2.343], [3.135, -1.658, 1.739], [2.927, -2.376, 0.575], [3.147, -3.743, 0.573], [3.552, -4.380, 1.739], [3.715, -3.657, 2.913], [3.510, -2.286, 2.915], [4.445, 0.176, -0.804], [6.864, 0.469, -1.323], [8.484, 0.764, 0.520], [7.709, 0.775, 2.863], [5.300, 0.482, 3.368], [2.608, -1.854, -0.319], [3.001, -4.310, -0.336], [3.738, -5.446, 1.733], [4.017, -4.163, 3.821], [3.637, -1.707, 3.823], [-2.673, 5.368, 1.680], [-2.224, 4.132, 0.891], [-1.791, 4.568, -0.513], [-3.411, 3.175, 0.757], [-0.791, 3.228, 1.783], [-0.419, 1.844, 1.077], [-1.356, 2.870, 3.568], [-2.180, 1.762, 3.785], [-2.601, 1.401, 5.056], [-2.207, 2.153, 6.154], [-1.393, 3.260, 5.964], [-0.972, 3.607, 4.688], [0.736, 4.355, 1.825], [0.781, 5.601, 2.455], [1.946, 6.356, 2.488], [3.102, 5.881, 1.886], [3.075, 4.657, 1.233], [1.907, 3.908, 1.208], [-3.598, 5.775, 1.258], [-1.915, 6.152, 1.634], [-2.859, 5.122, 2.729], [-2.626, 5.045, -1.039], [-1.463, 3.705, -1.100], [-0.965, 5.281, -0.463], [-4.256, 3.671, 0.268], [-3.744, 2.824, 1.737], [-3.123, 2.309, 0.155], [-2.488, 1.157, 2.941], [-3.229, 0.528, 5.190], [-2.525, 1.873, 7.151], [-1.078, 3.849, 6.817], [-0.321, 4.464, 4.567], [-0.110, 6.000, 2.926], [1.954, 7.314, 2.992], [4.014, 6.462, 1.924], [3.970, 4.283, 0.750], [1.894, 2.951, 0.699], [-1.740, 0.383, -6.047], [-1.567, 0.239, -4.527], [-2.425, -0.945, -4.055], [-2.163, 1.492, -3.868], [0.297, 0.004, -4.043], [0.151, -0.780, -1.860], [1.168, -1.459, -4.986], [0.324, -2.739, -4.866], [1.377, -1.167, -6.479], [2.541, -1.776, -4.370], [1.362, 1.610, -3.834], [0.664, 2.652, -2.944], [2.702, 1.302, -3.146], [1.643, 2.246, -5.203], [-2.774, 0.663, -6.266], [-1.538, -0.556, -6.564], [-1.089, 1.154, -6.465], [-3.466, -0.764, -4.337], [-2.392, -1.056, -2.971], [-2.122, -1.889, -4.502], [-3.244, 1.499, -4.030], [-1.766, 2.407, -4.307], [-1.989, 1.509, -2.790], [-0.589, -2.675, -5.457], [0.065, -2.949, -3.826], [0.901, -3.585, -5.248], [0.440, -0.970, -6.997], [1.843, -2.036, -6.953], [2.035, -0.312, -6.634], [2.486, -1.862, -3.284], [3.284, -1.025, -4.633], [2.901, -2.733, -4.760], [0.353, 2.230, -1.986], [-0.201, 3.098, -3.429], [1.367, 3.462, -2.730], [2.546, 0.823, -2.177], [3.233, 2.241, -2.968], [3.347, 0.673, -3.754], [0.718, 2.478, -5.737], [2.244, 1.590, -5.834], [2.197, 3.179, -5.068]]}

***

{"formula": "C13H25ClO9P2Si2", "method": "ωB97M-V with the def2-TZVPD basis set", "homo_energy_ev": -8.94, "lumo_energy_ha": -0.0603, "gap_ev": 7.30, "species": ["C", "C", "O", "P", "O", "C", "C", "C", "Si", "O", "Si", "P", "O", "Cl", "O", "C", "C", "H", "H", "H", "H", "H", "H", "H", "H", "H", "H", "H", "H", "H", "H", "H", "H", "H", "H", "H", "H", "H", "C", "C", "C", "O", "C", "C", "C", "O", "O", "O", "H", "H", "H", "H"], "coordinates": [[0.591, 3.514, 2.944], [1.369, 3.946, 1.721], [2.438, 3.009, 1.480], [2.474, 2.200, 0.108], [3.778, 1.599, -0.037], [1.241, 0.883, 0.061], [-0.233, 1.217, 0.344], [-0.886, 0.258, 1.347], [-2.745, 0.264, 1.208], [-3.263, -0.729, -0.023], [-3.831, -2.254, 0.352], [-3.392, 2.386, 0.750], [-4.941, 2.184, 0.271], [-3.442, 3.169, 2.675], [2.231, 3.281, -1.057], [1.020, 3.203, -1.825], [1.027, 4.375, -2.789], [1.313, 3.058, 3.607], [-0.127, 2.742, 2.718], [0.127, 4.348, 3.450], [0.733, 4.048, 0.849], [1.774, 4.928, 1.924], [1.346, 0.343, -0.866], [1.578, 0.201, 0.830], [-0.774, 1.116, -0.591], [-0.401, 2.235, 0.662], [-0.596, 0.514, 2.361], [-0.509, -0.746, 1.175], [-3.418, -0.164, 2.451], [-3.005, -3.292, -0.285], [-3.822, -2.516, 1.802], [-5.199, -2.425, -0.174], [-5.107, 2.886, -0.383], [0.145, 3.308, -1.201], [0.970, 2.282, -2.395], [2.046, 4.577, -3.084], [0.668, 5.245, -2.258], [0.382, 4.195, -3.636], [1.381, -4.600, 0.371], [2.288, -5.451, -0.126], [2.288, -5.855, -1.575], [3.155, -6.619, -1.953], [1.252, -5.314, -2.441], [0.345, -4.466, -1.941], [0.362, -4.044, -0.500], [-0.489, -3.254, -0.132], [-0.629, -3.937, -2.671], [3.244, -5.996, 0.609], [1.374, -4.301, 1.410], [1.250, -5.623, -3.476], [-1.141, -3.362, -2.067], [3.762, -6.565, 0.005]]}

***

{"formula": "C19H21IrN4O10", "method": "ωB97M-V with the def2-TZVPD basis set", "homo_energy_ev": [-0.07, 1.04], "charge": -2, "de_lowest_kj_mol": 308.37, "lumo_energy_ha": [0.1489, 0.1469], "gap_ev": [4.12, 2.96], "species": ["Ir", "O", "C", "O", "C", "C", "C", "C", "C", "C", "O", "N", "O", "O", "N", "O", "O", "H", "H", "N", "C", "C", "C", "O", "O", "H", "H", "H", "H", "H", "H", "C", "O", "C", "C", "H", "H", "H", "H", "H", "H", "C", "C", "C", "C", "N", "C", "C", "H", "H", "H", "H", "H", "H", "H"], "coordinates": [[-0.954, -0.376, 1.177], [2.228, -3.262, 1.355], [1.712, -2.517, 0.542], [0.401, -2.358, 0.333], [2.429, -1.627, -0.398], [3.504, -2.084, -1.120], [4.088, -1.284, -2.108], [3.572, -0.007, -2.352], [2.529, 0.508, -1.574], [1.935, -0.271, -0.518], [1.096, 0.211, 0.294], [2.042, 1.780, -1.870], [2.440, 2.342, -2.920], [1.213, 2.351, -1.124], [5.150, -1.784, -2.860], [5.686, -1.047, -3.720], [5.545, -2.959, -2.664], [3.900, -3.075, -0.949], [4.001, 0.597, -3.136], [-0.224, 1.871, 1.942], [-1.010, 2.671, 2.863], [-1.572, 1.776, 3.971], [-2.869, 1.072, 3.469], [-3.912, 1.335, 4.065], [-2.773, 0.309, 2.472], [0.687, 1.658, 2.336], [-0.051, 2.310, 1.043], [-1.845, 3.120, 2.316], [-0.423, 3.497, 3.308], [-1.828, 2.366, 4.854], [-0.824, 1.026, 4.242], [0.187, -2.364, 3.421], [-0.337, -3.240, 2.453], [-0.718, -2.630, 1.247], [-1.626, -3.608, 0.508], [-0.505, -1.518, 3.579], [1.170, -1.981, 3.126], [0.284, -2.934, 4.344], [-1.154, -4.594, 0.472], [-1.779, -3.246, -0.506], [-2.579, -3.687, 1.021], [-2.033, 2.957, -3.785], [-2.077, 1.891, -2.736], [-1.282, 0.750, -2.825], [-1.294, -0.174, -1.804], [-2.042, -0.040, -0.696], [-2.838, 1.042, -0.622], [-2.885, 2.009, -1.602], [-1.445, 2.626, -4.639], [-1.566, 3.850, -3.366], [-3.041, 3.222, -4.112], [-0.639, 0.610, -3.680], [-0.692, -1.069, -1.855], [-3.452, 1.111, 0.266], [-3.533, 2.868, -1.481]]}

***

{"formula": "C4H10N2O3", "method": "ωB97M-V with the def2-TZVPD basis set", "homo_energy_ev": -8.85, "smiles": "CO/N=C(/NO)[C@H](C)O", "de_lowest_kj_mol": 446.99, "lumo_energy_ha": 0.0334, "gap_ev": 9.76, "species": ["C", "O", "N", "C", "N", "O", "C", "C", "O", "H", "H", "H", "H", "H", "H", "H", "H", "H", "H"], "coordinates": [[2.700, -0.467, -0.140], [1.305, -0.511, 0.175], [0.627, 0.251, -0.837], [-0.628, 0.326, -0.590], [-1.346, 1.021, -1.537], [-0.657, 1.382, -2.669], [-1.366, -0.328, 0.558], [-1.059, 0.419, 1.890], [-1.045, -1.689, 0.667], [3.082, 0.538, 0.051], [2.920, -0.738, -1.198], [3.167, -1.211, 0.566], [-2.282, 0.641, -1.794], [0.065, 0.740, -2.773], [-2.444, -0.289, 0.343], [-1.531, -0.104, 2.709], [-1.436, 1.456, 1.862], [0.017, 0.376, 2.081], [-0.088, -1.813, 0.635]]}

***

{"formula": "C6H8", "method": "ωB97M-V with the def2-TZVPD basis set", "homo_energy_ev": -7.66, "de_lowest_kj_mol": 354.73, "lumo_energy_ha": 0.0379, "gap_ev": 8.69, "species": ["C", "C", "C", "C", "C", "C", "H", "H", "H", "H", "H", "H", "H", "H"], "coordinates": [[-1.459, -0.179, 0.636], [-0.475, 0.914, 0.359], [0.822, 0.404, -0.177], [1.324, -0.986, 0.145], [-1.540, -0.024, -0.878], [-0.265, 0.506, -1.208], [-2.429, 0.119, 1.027], [-1.056, -1.013, 1.214], [-0.594, 1.959, 0.634], [1.597, 1.170, -0.270], [2.123, -1.257, -0.553], [1.693, -1.090, 1.170], [0.515, -1.703, -0.010], [-0.161, 1.146, -2.080]]}

***

{"formula": "C31H26AsBHfO2", "method": "ωB97M-V with the def2-TZVPD basis set", "homo_energy_ev": [-13.18, -13.18], "charge": 2, "de_lowest_kj_mol": 88.31, "lumo_energy_ha": [-0.3096, -0.3096], "gap_ev": [4.75, 4.75], "species": ["Hf", "C", "C", "C", "C", "C", "C", "C", "H", "H", "H", "H", "H", "H", "H", "H", "C", "C", "C", "C", "C", "C", "As", "C", "C", "C", "C", "C", "C", "C", "C", "C", "C", "C", "C", "H", "H", "H", "H", "H", "H", "H", "H", "H", "H", "H", "H", "H", "O", "B", "O", "C", "C", "C", "C", "C", "C", "H", "H", "H", "H", "H"], "coordinates": [[-0.197, 0.465, -1.491], [-2.201, -2.919, -1.524], [-1.278, -2.149, -2.401], [-1.772, -1.243, -3.329], [-0.920, -0.560, -4.174], [0.441, -0.780, -4.109], [0.947, -1.675, -3.189], [0.093, -2.357, -2.344], [-2.508, -3.846, -2.013], [-3.098, -2.344, -1.294], [-1.722, -3.179, -0.577], [-2.835, -1.079, -3.388], [-1.318, 0.159, -4.870], [1.106, -0.261, -4.778], [2.013, -1.832, -3.115], [0.490, -3.062, -1.631], [-5.027, -1.688, 3.933], [-4.671, -2.528, 2.875], [-3.761, -2.090, 1.908], [-3.197, -0.808, 1.992], [-3.565, 0.032, 3.058], [-4.475, -0.409, 4.023], [-1.921, -0.254, 0.598], [-0.565, -1.272, 1.316], [-0.401, -2.642, 1.094], [0.672, -3.308, 1.699], [1.569, -2.604, 2.518], [1.399, -1.230, 2.736], [0.322, -0.568, 2.126], [0.005, 0.780, 2.238], [0.699, 1.747, 2.982], [0.237, 3.071, 2.982], [-0.903, 3.423, 2.243], [-1.590, 2.454, 1.502], [-1.128, 1.135, 1.513], [-5.732, -2.028, 4.682], [-5.101, -3.519, 2.804], [-3.494, -2.749, 1.093], [-3.159, 1.027, 3.157], [-4.752, 0.242, 4.842], [-1.092, -3.185, 0.463], [0.810, -4.368, 1.535], [2.396, -3.125, 2.982], [2.101, -0.706, 3.371], [1.580, 1.496, 3.557], [0.762, 3.825, 3.553], [-1.253, 4.447, 2.247], [-2.470, 2.724, 0.933], [2.287, 2.873, -1.521], [1.887, 1.575, -2.013], [2.925, 1.043, -2.866], [3.866, 1.997, -2.854], [5.087, 1.976, -3.526], [5.941, 3.085, -3.382], [5.559, 4.179, -2.578], [4.322, 4.174, -1.911], [3.495, 3.063, -2.070], [5.370, 1.132, -4.140], [6.896, 3.098, -3.892], [6.223, 5.028, -2.473], [4.019, 5.008, -1.292], [0.585, 1.107, 0.189]]}

***

{"formula": "C5H4N2", "method": "ωB97M-V with the def2-TZVPD basis set", "homo_energy_ev": [-7.98, -8.27], "de_lowest_kj_mol": 659.43, "lumo_energy_ha": [-0.0223, -0.0060], "gap_ev": [7.37, 8.10], "species": ["C", "C", "C", "C", "N", "N", "C", "H", "H", "H", "H"], "coordinates": [[2.265, -0.061, -0.334], [1.182, -0.200, 0.267], [0.179, -0.807, 1.105], [-1.031, -1.041, 0.536], [-1.519, -0.183, -0.419], [-0.914, 1.001, -0.537], [0.239, 1.050, 0.039], [3.059, 0.260, -0.975], [-1.704, -1.831, 0.855], [-2.489, -0.191, -0.699], [0.733, 2.004, 0.163]]}

***

{"formula": "C8H13N2O2", "method": "ωB97M-V with the def2-TZVPD basis set", "homo_energy_ev": -12.01, "charge": 1, "de_lowest_kj_mol": 145.64, "lumo_energy_ha": -0.1178, "gap_ev": 8.81, "species": ["C", "C", "C", "C", "C", "C", "C", "C", "N", "N", "O", "O", "H", "H", "H", "H", "H", "H", "H", "H", "H", "H", "H", "H", "H"], "coordinates": [[1.034, 1.259, -2.105], [-0.139, 2.859, -0.803], [1.080, 0.398, -1.055], [-0.210, 1.948, 0.242], [0.334, 2.486, -2.062], [0.426, 0.702, 0.120], [0.170, 3.526, -3.170], [-0.066, -1.284, 1.357], [0.116, -2.076, 2.379], [-0.918, -4.543, 2.837], [-0.844, -1.585, 0.331], [0.523, -0.016, 1.358], [1.568, 0.842, -2.983], [-0.545, 3.849, -0.873], [1.659, -0.452, -1.295], [-0.614, 2.394, 1.141], [0.429, 4.632, -2.783], [0.718, 3.310, -4.197], [-0.875, 3.458, -3.417], [0.674, -1.944, 3.221], [-0.246, -3.157, 2.347], [-0.268, -4.673, 3.621], [-1.851, -4.707, 3.159], [-0.526, -5.092, 2.094], [-1.628, -2.135, 0.536]]}